# 1
{"formula": "C24H54N3O13PS4Si", "method": "ωB97M-V/def2-TZVPD", "homo_energy_ev": -7.50, "orbital_gap_ev": 7.9, "smiles": "CC(=O)N(C)CCCC[Si@H]([PH2]=N)c1ccccn1.CCOS(C)(=O)=O.CCOS(C)(=O)=O.CCOS(C)(=O)=O.CCOS(C)(=O)=O", "max_force_ev_per_a": 3.2, "lumo_ev": 0.4, "multiplicity": 1, "elements": ["C", "S", "H", "P", "H", "H", "H", "H", "N", "O", "C", "H", "H", "C", "S", "H", "H", "H", "O", "C", "H", "C", "C", "O", "H", "H", "N", "H", "H", "H", "H", "C", "H", "C", "C", "H", "O", "S", "H", "H", "S", "H", "C", "H", "H", "H", "H", "C", "H", "H", "H", "O", "O", "O", "O", "C", "H", "H", "C", "C", "H", "H", "H", "C", "C", "O", "C", "C", "H", "N", "O", "H", "H", "H", "H", "O", "C", "H", "C", "H", "H", "O", "H", "H", "O", "H", "Si", "H", "H", "H", "H", "C", "H", "H", "C", "H", "C", "C", "H", "H"], "coordinates": [[4.183, 4.750, 2.646], [-6.756, -3.356, 2.399], [-2.807, 6.282, -1.525], [1.193, -1.550, 2.713], [-5.312, -5.493, 0.924], [3.994, 5.780, 2.340], [-2.075, 8.437, -0.442], [-2.260, 7.468, -2.700], [-0.623, -3.075, 0.137], [-7.622, -3.983, 1.207], [-8.105, -2.798, 3.392], [6.004, -2.215, -0.460], [6.038, -1.765, -5.945], [-1.931, 6.831, -1.878], [6.169, -1.112, -2.511], [4.829, 1.045, -0.335], [0.260, 1.874, -0.300], [-2.452, -1.574, -2.057], [4.949, -0.357, -2.459], [5.995, -2.546, -1.498], [-3.896, -0.380, 2.395], [7.462, -0.281, -5.357], [-2.855, -0.656, -1.573], [-0.454, -0.173, -2.486], [5.051, -3.034, -1.728], [-2.258, -5.061, 2.463], [2.140, -2.208, 1.608], [-6.306, -3.571, -0.357], [7.617, 0.465, -4.577], [1.857, -1.645, 3.983], [5.316, -0.413, -5.088], [-1.884, -4.792, 1.462], [-0.520, -3.575, -1.866], [-2.868, -0.668, 2.069], [-1.346, 7.698, -0.779], [3.253, 4.365, 3.070], [5.773, 2.009, 2.162], [-0.517, 4.666, -1.540], [2.357, -1.521, 0.886], [-2.693, -6.600, 0.382], [4.559, 2.424, 1.527], [3.802, 2.455, -0.706], [-2.140, 0.676, 1.717], [-8.642, -2.016, 2.860], [5.483, 3.721, 4.039], [5.582, 2.640, -0.580], [-0.451, 8.213, -1.131], [-6.125, -5.653, 0.215], [-3.014, -1.875, 3.932], [6.235, 5.082, 3.224], [8.330, -0.942, -5.349], [-6.090, -4.410, 3.103], [0.415, 5.102, -0.545], [4.523, 4.025, 1.455], [-1.668, 3.889, -1.198], [-1.589, -5.148, -0.875], [-3.771, -0.988, -1.032], [5.055, 5.360, 4.524], [6.188, -1.070, -5.119], [0.382, 3.812, -2.797], [-3.106, 0.088, -2.367], [6.836, -3.210, -1.683], [-5.687, -5.985, -0.727], [-2.328, 0.972, 0.185], [4.705, 2.118, -0.203], [3.282, 1.949, 1.972], [-0.900, -3.915, -0.877], [5.303, 4.730, 3.669], [1.150, 4.476, -3.191], [-1.829, -0.133, -0.664], [7.435, -0.510, -2.218], [-3.422, 1.147, 0.053], [0.926, -0.191, 2.362], [-1.056, 7.099, 0.085], [-1.836, 1.939, -0.089], [-6.039, -2.220, 1.903], [0.585, 0.833, -0.584], [7.419, 0.241, -6.314], [-0.612, 0.152, -1.327], [-6.754, -6.449, 0.618], [-2.936, -1.372, 1.216], [6.257, -1.862, -3.924], [-0.684, -3.559, 3.958], [0.845, 2.943, -2.334], [-0.962, 5.924, -2.426], [-1.783, -0.599, 3.954], [-0.792, -2.570, 2.857], [-1.068, 0.629, 2.013], [-2.623, 1.526, 2.258], [1.436, 0.845, -1.291], [-0.305, 3.499, -3.580], [-2.220, -1.406, 3.306], [-8.755, -3.643, 3.609], [-1.694, -5.723, -1.808], [-1.139, -3.608, 1.275], [-7.686, -2.405, 4.317], [-2.152, -5.645, 0.344], [-6.935, -4.386, 0.011], [-7.701, -4.567, -0.742], [0.858, 0.288, 0.342]], "forces_ev_per_angstrom": [[0.0, 0.3, 0.8], [-0.7, 0.0, 0.0], [0.1, -0.1, 0.0], [1.7, -0.2, -1.6], [0.0, 0.0, -0.1], [0.0, -0.2, -0.3], [0.0, 0.0, -0.1], [0.2, -0.3, -0.2], [-1.7, -2.8, 0.1], [0.0, 0.2, 0.4], [-0.1, 0.0, -0.1], [0.0, 0.1, -0.1], [-0.1, -0.2, 0.3], [-0.4, 0.6, 0.5], [0.0, -1.0, 0.1], [0.0, 0.0, 0.1], [0.6, -0.9, -0.1], [-0.2, 0.8, 0.2], [0.3, 0.3, -0.1], [0.0, -0.1, -0.1], [0.5, -0.4, -0.6], [0.1, 0.1, 0.2], [0.1, -0.9, -0.5], [0.0, -0.1, -0.1], [0.0, 0.0, 0.0], [0.3, 0.2, -0.5], [-0.2, 0.3, 0.3], [0.0, 0.1, 0.2], [0.0, 0.0, 0.0], [-0.7, 0.5, 0.0], [0.0, -0.1, 0.2], [-0.3, -0.8, -1.2], [-0.2, -0.2, 0.7], [-0.2, 0.4, 1.2], [0.2, -0.1, 0.2], [0.0, -0.1, -0.1], [-0.3, -0.1, 0.2], [0.8, 0.1, -1.0], [0.0, -0.3, 0.1], [0.3, 0.6, 0.1], [0.1, 0.3, -0.9], [0.0, 0.0, 0.1], [-0.4, -0.4, -0.8], [0.0, 0.0, 0.0], [0.0, 0.0, 0.0], [0.0, 0.0, 0.0], [-0.1, 0.0, 0.0], [0.2, 0.0, 0.3], [0.7, -0.1, -0.5], [-0.1, 0.1, 0.0], [0.0, 0.0, -0.1], [0.2, 0.2, -0.1], [-0.3, -0.1, 0.2], [0.0, -0.3, -0.2], [-0.2, 0.2, 0.4], [-0.6, -0.4, 1.3], [0.7, 0.6, -0.1], [-0.1, 0.1, -0.1], [0.1, 0.6, -0.6], [0.0, 0.1, -0.1], [0.0, -0.6, 0.5], [0.0, 0.1, 0.0], [-0.1, 0.1, 0.0], [0.3, 0.7, 1.4], [0.0, 0.1, 0.0], [0.1, 0.0, 0.4], [0.6, 0.4, -2.0], [0.1, -0.3, 0.0], [0.0, 0.0, 0.0], [0.1, 1.3, -0.5], [-0.3, 0.3, -0.1], [0.8, -0.4, -0.3], [0.0, -0.2, 1.0], [0.0, 0.0, 0.0], [-0.5, -0.8, 0.3], [0.3, -0.2, 0.0], [-1.3, 0.2, 0.2], [-0.1, -0.1, 0.0], [0.3, -0.3, 0.3], [0.0, 0.0, -0.1], [0.0, 0.6, 0.3], [-0.1, 0.0, 0.4], [0.2, 0.0, 0.1], [-0.1, 0.0, 0.1], [0.1, -0.4, 0.0], [-0.3, -0.6, -0.3], [-1.4, -0.8, 0.2], [-0.6, 0.1, -0.4], [0.5, -0.6, -0.1], [-0.5, 0.0, 0.5], [0.0, 0.0, 0.0], [-0.1, 1.2, -0.1], [0.0, 0.0, 0.0], [0.1, 0.5, 0.5], [0.3, 1.1, 1.8], [0.1, 0.0, -0.1], [1.4, 1.9, -0.5], [0.5, -0.4, -0.6], [-0.2, 0.2, 0.3], [-0.2, 0.3, -0.6]]}

# 2
{"formula": "C58H129F6N7O2P", "method": "ωB97M-V/def2-TZVPD", "homo_energy_ev": [-21.36, -21.36], "orbital_gap_ev": [9.8, 4.7], "total_charge": 6, "s_squared": 0.75, "max_force_ev_per_a": 4.8, "lumo_ev": [-11.6, -16.7], "multiplicity": 2, "elements": ["H", "H", "H", "C", "N", "H", "C", "H", "H", "C", "H", "H", "H", "H", "H", "H", "H", "H", "H", "C", "H", "C", "H", "H", "H", "H", "H", "C", "C", "H", "H", "C", "H", "H", "C", "H", "C", "C", "H", "H", "C", "N", "H", "H", "H", "H", "C", "C", "H", "O", "H", "H", "H", "C", "C", "H", "H", "C", "F", "H", "H", "C", "H", "C", "H", "H", "N", "H", "C", "F", "C", "H", "H", "H", "C", "H", "C", "H", "C", "H", "H", "H", "H", "H", "H", "H", "H", "C", "F", "H", "H", "C", "C", "H", "C", "F", "H", "H", "H", "H", "H", "H", "H", "C", "C", "H", "C", "H", "H", "C", "H", "C", "H", "H", "H", "H", "H", "H", "H", "H", "H", "C", "H", "H", "H", "H", "H", "H", "H", "H", "H", "C", "H", "H", "F", "H", "C", "H", "H", "H", "N", "H", "H", "H", "H", "C", "C", "H", "C", "H", "H", "H", "H", "C", "H", "C", "H", "H", "C", "H", "H", "H", "C", "H", "N", "C", "C", "H", "C", "C", "H", "C", "H", "H", "H", "O", "H", "H", "N", "H", "H", "H", "C", "C", "N", "C", "C", "H", "C", "H", "C", "H", "P", "C", "C", "H", "F", "H", "H", "H", "H", "C", "C"], "coordinates": [[13.578, 3.481, 25.841], [5.626, -1.825, 21.156], [12.015, -4.590, 18.881], [8.665, -0.477, 20.430], [21.617, -0.024, 20.284], [11.164, -3.572, 21.204], [10.720, 0.613, 19.257], [16.482, 1.900, 19.593], [9.023, -0.143, 21.404], [8.791, -0.420, 17.883], [19.419, 3.899, 21.358], [16.447, 0.786, 20.813], [12.968, 4.941, 18.796], [18.663, -1.359, 19.438], [12.388, -3.727, 22.542], [21.327, 2.467, 26.851], [18.509, 1.216, 15.941], [20.791, 2.015, 25.195], [9.043, -1.468, 20.178], [15.310, 6.636, 17.757], [12.759, -6.083, 20.423], [14.256, 3.039, 26.570], [16.036, -4.424, 21.839], [19.096, 4.921, 28.479], [24.363, 0.570, 19.396], [21.099, -1.965, 19.557], [14.794, -2.036, 25.221], [18.651, 3.943, 22.131], [19.278, 3.429, 23.443], [15.192, -6.568, 21.038], [15.708, 1.352, 26.362], [12.987, 0.280, 25.462], [11.076, 0.451, 20.275], [20.595, -1.221, 21.756], [14.920, -5.689, 20.453], [6.382, -0.761, 22.474], [17.521, 1.045, 13.980], [25.123, -1.431, 19.669], [25.911, -1.291, 18.928], [11.583, 4.773, 17.220], [15.110, -0.159, 24.437], [9.148, 0.328, 19.227], [14.174, 1.653, 15.857], [20.027, 2.664, 23.239], [25.608, -1.282, 20.633], [11.187, 2.601, 19.984], [11.563, 1.232, 14.796], [12.866, -1.045, 24.785], [9.360, -1.350, 17.876], [13.783, 0.206, 20.521], [12.305, -1.702, 25.450], [22.228, 3.011, 25.504], [13.203, -0.010, 26.490], [8.557, 1.761, 19.123], [12.774, -3.822, 19.031], [19.917, 6.888, 27.571], [16.367, -0.629, 16.665], [9.585, 2.637, 18.441], [20.228, 4.325, 18.652], [11.082, -0.020, 18.447], [20.969, 0.499, 22.221], [13.598, 1.835, 23.657], [15.571, 2.191, 21.101], [14.605, -3.256, 20.789], [22.370, 1.989, 20.540], [15.780, 3.677, 28.002], [20.241, 4.069, 25.798], [14.360, 2.472, 23.206], [11.828, -2.695, 16.949], [19.646, 5.568, 16.800], [12.515, -2.448, 18.310], [8.979, 0.168, 16.985], [12.287, -1.003, 23.863], [15.148, 7.483, 17.091], [19.987, 4.492, 24.289], [12.538, -3.134, 16.248], [7.089, -0.597, 20.507], [10.420, 4.646, 14.883], [15.773, 1.475, 20.304], [11.700, 2.329, 18.361], [15.722, 2.185, 14.299], [6.762, -1.064, 19.578], [11.366, 0.865, 15.803], [7.688, 1.731, 18.466], [9.413, 3.690, 18.664], [7.243, -2.151, 21.910], [18.415, -0.413, 15.314], [19.438, -0.592, 19.417], [20.614, 3.535, 16.631], [7.721, -0.588, 17.758], [19.085, 0.088, 18.642], [15.092, 4.110, 27.276], [15.383, -1.256, 14.346], [14.156, 7.424, 19.383], [20.880, 5.340, 26.432], [18.024, 4.811, 18.196], [13.505, -5.497, 21.906], [15.033, -5.858, 19.383], [22.767, -1.664, 20.811], [23.261, -0.121, 21.608], [21.407, 5.079, 27.349], [11.487, -1.784, 16.456], [22.226, 1.633, 18.841], [20.907, -0.947, 19.219], [17.892, 0.543, 15.345], [13.619, 2.529, 27.292], [22.986, -0.605, 20.671], [14.807, -1.252, 13.421], [16.000, -0.272, 25.057], [12.168, -3.328, 21.552], [12.783, 2.519, 23.898], [11.049, 5.471, 15.219], [17.779, 0.336, 13.193], [21.019, 4.572, 23.947], [10.431, 6.266, 15.637], [15.530, 5.064, 15.621], [15.408, 0.046, 23.409], [16.503, -4.178, 20.149], [13.277, 1.181, 22.846], [12.440, 3.996, 15.916], [11.459, 2.317, 14.783], [16.022, 1.202, 13.938], [14.163, 3.729, 18.677], [14.774, -2.350, 20.207], [13.820, 0.002, 16.361], [12.863, 6.969, 17.059], [11.590, 5.892, 14.372], [17.715, 5.375, 27.513], [17.826, 3.331, 21.768], [18.079, 3.569, 26.108], [13.428, -1.876, 18.148], [12.945, 0.619, 14.436], [19.011, 1.160, 20.639], [15.839, 4.881, 19.918], [18.349, 3.737, 16.037], [12.960, -0.401, 14.050], [6.524, -1.394, 21.598], [14.641, 3.680, 16.190], [18.484, 2.922, 23.992], [14.444, 5.605, 20.757], [15.421, 0.176, 14.979], [13.486, -4.329, 18.379], [15.725, 2.455, 25.032], [13.365, 1.160, 13.588], [10.955, -3.334, 17.081], [14.043, 4.812, 18.671], [15.056, 1.966, 25.741], [15.710, 4.738, 26.634], [20.622, -0.178, 21.440], [15.480, 1.061, 13.002], [21.669, 5.689, 25.765], [11.892, -1.867, 18.991], [14.349, 4.689, 27.825], [13.999, 0.640, 15.495], [13.587, 6.290, 15.547], [18.771, 5.111, 27.456], [16.140, 4.087, 17.029], [16.261, 1.134, 16.676], [14.431, 0.957, 19.771], [18.102, 1.922, 13.695], [12.046, 0.831, 25.441], [21.285, -0.791, 18.209], [14.944, 5.491, 19.795], [12.229, -2.245, 21.653], [13.243, -3.881, 20.547], [19.670, 6.153, 26.804], [15.271, 4.506, 16.521], [23.407, -0.670, 18.629], [10.881, 2.129, 19.051], [14.272, -1.430, 24.481], [16.370, -1.691, 14.187], [23.998, -0.450, 19.519], [14.622, -2.965, 21.840], [18.507, -0.410, 21.360], [16.357, 6.335, 17.703], [14.136, 1.288, 18.588], [15.855, 7.463, 19.760], [14.852, -1.780, 15.140], [14.412, 5.502, 17.357], [20.806, 1.979, 19.793], [18.246, 4.951, 22.219], [24.829, -2.479, 19.722], [15.096, 6.897, 19.220], [21.206, 2.805, 25.822], [14.219, 1.037, 24.814], [12.071, 4.961, 16.264], [13.496, -5.386, 20.822], [19.250, 2.970, 27.400], [16.518, 0.269, 16.065], [19.427, 5.426, 24.325], [13.187, 6.069, 16.536], [9.724, 2.530, 17.365], [19.234, 4.101, 17.333], [15.659, -4.341, 20.820], [21.761, 1.455, 19.811], [10.779, 0.939, 14.098], [18.867, 2.576, 17.940], [6.645, 0.398, 20.507], [19.208, 6.654, 25.954], [14.419, -1.997, 23.561], [8.224, 2.096, 20.105], [18.980, 3.754, 26.692], [19.251, 0.102, 20.749]], "forces_ev_per_angstrom": [[-0.1, 0.4, 0.1], [-0.2, -0.2, 1.0], [-1.0, 0.7, 0.7], [-1.7, -0.7, -0.8], [-0.3, -0.4, -1.0], [0.2, -0.4, 0.1], [-1.8, 0.5, 0.2], [-0.5, 0.6, -0.4], [0.5, 0.5, -0.4], [0.0, 0.4, 0.8], [-0.2, 0.5, -0.2], [-0.8, -1.1, -0.2], [0.1, 0.5, 0.3], [0.8, -0.9, -0.5], [-0.1, -0.4, -0.3], [-0.4, 0.1, 0.0], [-0.3, 0.1, -0.1], [-0.2, 0.2, 0.2], [0.2, -0.2, 0.5], [1.3, 1.0, 0.1], [-0.2, 0.6, -0.2], [0.2, -1.2, -1.3], [0.2, 0.0, -0.1], [0.0, 0.3, 0.1], [0.0, 0.0, 0.3], [0.2, 0.1, -0.2], [-0.7, -0.3, 0.4], [0.7, 0.0, 0.0], [-0.4, -0.2, 0.2], [0.5, 0.1, -0.3], [-0.4, -0.2, 0.1], [0.2, 0.3, 0.9], [0.0, -1.0, -0.4], [0.6, 0.1, 0.1], [0.1, 1.3, -0.7], [-0.6, -0.3, 0.0], [0.3, -0.5, -1.6], [1.0, -0.2, 0.8], [-0.2, -0.1, -0.1], [-0.3, -0.1, 0.0], [-0.3, 0.8, -1.8], [0.2, 1.5, -1.1], [0.1, 0.0, 0.1], [-0.2, -0.2, -0.3], [0.2, 0.2, 0.1], [-0.4, 0.1, 0.1], [0.5, -0.8, 0.2], [-0.8, -0.1, -0.8], [-0.2, 0.1, 0.0], [-0.2, 1.0, -1.5], [0.2, -0.2, 0.0], [-0.2, 0.6, -0.4], [0.4, 0.8, 0.2], [-1.0, -0.5, -1.1], [0.8, 0.2, -0.7], [0.1, 0.2, -0.3], [0.6, -0.1, 0.1], [0.9, 0.0, 1.0], [-1.2, -0.3, 0.2], [0.5, 0.1, 0.5], [-0.3, -0.2, 0.1], [1.2, -0.2, -0.6], [-0.3, 0.4, -0.3], [-0.2, 0.2, 1.3], [0.1, -0.3, 0.2], [-0.1, -0.2, 0.2], [0.8, -1.4, -0.4], [0.3, -0.1, 0.2], [0.2, 0.0, 0.5], [-1.0, -0.8, -0.1], [-0.6, -0.8, 1.0], [0.8, 0.4, 0.4], [-0.1, 0.2, -0.1], [0.0, -0.1, 0.1], [-0.2, -1.2, 1.2], [-0.2, -0.4, 0.0], [1.6, 1.4, -2.4], [-0.1, 0.2, 0.0], [1.0, 0.9, -0.3], [0.2, -0.1, -0.1], [-0.1, 0.1, 0.2], [0.1, 0.1, -0.2], [-0.7, 0.1, 0.2], [-0.3, -0.3, 0.4], [-0.1, -0.1, -0.1], [-0.3, -0.5, 0.0], [0.2, 0.1, -0.3], [-1.5, 0.7, -0.9], [-1.6, -0.7, -0.1], [0.0, -0.2, 0.8], [0.3, 0.1, -0.2], [-0.2, -0.6, 0.1], [-0.6, 1.2, 1.4], [-0.1, 0.1, 0.1], [0.1, -1.1, 0.2], [-0.5, -1.2, -0.6], [-0.6, 0.2, 0.1], [0.1, -0.4, 0.1], [0.3, 0.0, 0.3], [0.2, -0.1, 0.0], [-0.1, -0.5, 0.0], [0.0, 0.2, 0.2], [0.0, -0.8, 0.0], [0.0, 0.6, 1.1], [-0.9, -1.5, 1.5], [0.1, -0.1, 0.1], [-0.4, 0.4, -0.8], [0.1, 0.1, 0.1], [-0.3, 0.6, 0.1], [0.8, 0.0, -1.0], [0.0, -0.5, 0.8], [0.6, 0.1, 0.6], [0.2, -0.3, 0.2], [-0.3, 0.7, -0.2], [-0.1, -0.1, -0.1], [0.5, -0.1, 0.1], [0.3, 0.1, 0.0], [-0.1, 0.0, 0.0], [-0.1, -0.4, 0.3], [0.7, 0.2, 0.0], [0.8, 0.1, 0.1], [-1.4, 0.3, 0.7], [0.4, 0.1, -0.7], [-0.2, -0.3, -0.3], [-0.3, -0.1, 0.0], [-0.2, -0.2, -0.1], [-0.2, -0.1, -0.2], [0.2, 0.1, -0.1], [0.0, -0.3, 0.2], [0.5, -0.5, -0.3], [0.2, -0.2, 0.2], [0.3, 0.4, -1.4], [0.1, 0.0, 0.2], [0.3, 0.4, -0.1], [-0.4, 0.3, 0.5], [-1.1, -0.1, 0.1], [0.4, -0.4, 1.2], [-0.3, 0.1, 0.2], [0.0, 0.1, 0.5], [-0.2, -0.5, 0.0], [1.0, 0.9, -1.5], [1.1, 0.1, 0.7], [0.0, 0.2, -0.1], [-0.1, 0.3, -0.1], [0.1, -0.1, -0.2], [-0.2, 0.6, 1.2], [-0.5, 0.7, 0.3], [-0.4, 0.1, -0.3], [0.0, 1.3, -1.3], [0.5, -0.2, -0.1], [-0.5, 0.4, -0.2], [-0.1, 0.2, -0.2], [0.4, 0.4, 0.0], [1.9, 0.0, 0.2], [0.3, 0.5, 0.2], [-0.1, -1.1, 0.2], [-0.1, 0.7, 0.3], [-0.1, 0.1, 0.0], [1.4, -2.1, 3.7], [-0.5, 0.3, 0.2], [0.5, 0.5, 0.0], [0.0, 0.1, 0.3], [-1.5, -0.3, -1.0], [0.3, 0.1, -0.5], [-1.2, -0.4, -1.1], [0.0, 0.3, 0.3], [-1.4, 0.8, -0.6], [0.3, 0.0, -0.4], [1.0, -0.1, -0.5], [1.8, -0.9, 0.2], [0.0, 0.4, 0.1], [-1.1, -0.1, 0.1], [-0.7, 0.6, -0.2], [-0.2, 0.3, 0.0], [-0.1, -0.3, -0.6], [-0.4, 0.3, -1.0], [0.2, 0.1, -0.6], [0.0, -0.6, -0.3], [0.7, -1.6, -0.2], [-0.2, -0.4, -0.1], [0.2, 0.1, 0.0], [-0.3, 0.0, -0.5], [-0.5, -0.2, 0.6], [-0.6, 1.1, 0.3], [-1.7, -0.3, 1.4], [0.1, 1.4, 0.7], [0.2, 0.1, 1.1], [-0.2, -0.1, -0.5], [-0.7, 0.3, -0.4], [0.3, 0.0, -0.1], [0.3, -2.7, -0.4], [-0.8, -0.2, -0.1], [4.6, 1.3, 0.7], [0.3, -1.8, -0.6], [-0.4, -0.1, 0.8], [0.1, -0.5, 0.1], [-0.4, 0.6, -0.1], [0.1, 0.1, 0.0], [0.0, 0.1, 0.1], [-0.3, 0.2, -0.1], [0.4, 0.0, 0.0], [0.7, 2.2, -0.2], [1.3, 0.0, 1.5]]}

Q: Which value of multiplicity does entry 2 give?
A: 2